# C36H58N2O26S2

A 12-piece molecular cluster, C36H58N2O26S2 overall (the ωB97M-V functional and the def2-TZVPD basis, OMol25).

Last column: Mulliken charge in e.
Atoms and positions in Å:
C 1.770400 18.022880 16.770870  -0.38
C 0.961060 17.971750 15.478090  -0.01
O 1.529570 16.898700 14.772130  -0.28
C 2.628680 16.418170 15.381760  0.69
O 3.236900 15.378030 15.073540  -0.58
O 2.990630 17.348500 16.359050  -0.32
H 1.254260 17.476610 17.560360  0.31
H 1.901300 19.089200 16.955110  0.32
H 1.120200 18.886870 14.907710  0.01
H -0.106010 17.877580 15.679560  0.27
C 6.752410 24.943030 7.649310  -0.70
C 7.345940 23.571780 8.083440  -0.22
O 7.040040 23.685090 9.450710  -0.16
C 6.038440 24.467160 9.635370  0.44
O 5.426520 24.467840 10.720930  -0.59
O 5.652440 25.097980 8.529750  -0.01
H 6.308800 24.939150 6.653670  0.32
H 7.404040 25.800060 7.819560  0.37
H 8.401120 23.696670 7.840360  0.40
H 6.980620 22.810460 7.394210  0.23
C 8.501570 20.144930 12.126040  0.37
C 8.424230 21.156700 10.998590  0.22
O 9.516920 20.927090 10.279930  -0.35
C 10.348300 20.144500 10.944580  0.57
O 11.504380 19.990220 10.687790  -0.58
O 9.801320 19.610060 12.017950  -0.36
H 7.691750 19.415920 12.154950  -0.28
H 8.340620 20.640710 13.083330  0.17
H 8.501070 22.125760 11.491660  0.14
H 7.634140 20.963070 10.273080  0.05
C 3.539040 22.176790 7.167650  2.23
C 3.252800 22.919980 5.935530  0.19
O 3.180450 21.884960 4.934340  -0.35
C 3.771340 20.854810 5.366150  0.53
O 3.962950 19.821910 4.683870  -0.63
O 4.095210 20.968470 6.733730  -0.36
H 2.541670 22.023790 7.579900  -1.02
H 4.238060 22.719420 7.804070  -0.54
H 4.028320 23.598570 5.580310  0.22
H 2.291230 23.430370 5.990090  -0.39
C 2.713690 26.826890 9.850720  -0.06
C 2.332110 26.120620 8.608260  0.60
O 2.979140 26.729770 7.544520  -0.44
C 3.755780 27.713270 8.039330  0.60
O 4.471500 28.337620 7.298200  -0.59
O 3.543650 27.900590 9.356790  -0.41
H 3.281070 26.400290 10.677880  -0.26
H 1.776160 27.270850 10.185450  0.46
H 1.258220 26.307350 8.606660  0.40
H 2.632290 25.083580 8.758400  -0.35
C -0.070170 23.430480 6.161080  -0.70
C -1.572050 23.238360 6.177100  -0.63
O -1.682240 22.386770 7.282420  -0.26
C -0.531890 22.359950 7.903860  0.06
O -0.235510 21.554850 8.846520  -0.43
O 0.389650 23.137760 7.362760  0.56
H 0.373810 24.357060 5.797170  0.53
H 0.258010 22.672480 5.449860  0.35
H -1.884660 22.805830 5.226680  0.32
H -1.917480 24.257900 6.348340  0.34
C 3.263830 26.125730 13.669760  -0.11
C 3.088290 26.709770 15.072600  -0.34
O 1.697430 26.869250 15.123850  -0.38
C 1.029210 26.570350 13.932020  0.56
O -0.180780 26.632090 13.733760  -0.58
O 1.955080 26.271190 13.084560  -0.08
H 3.561930 25.085140 13.797800  0.11
H 3.992490 26.720800 13.119260  0.30
H 3.597270 27.671790 15.132120  0.24
H 3.588790 26.110080 15.832850  0.33
C 6.127110 17.074750 14.328730  -0.49
C 5.454430 17.321570 13.022040  -0.31
O 5.171000 18.715230 13.075980  0.01
C 5.700400 19.278700 14.190500  0.57
O 5.628130 20.519030 14.406380  -0.62
O 6.396840 18.372800 14.905810  -0.39
H 7.049530 16.510600 14.190970  0.30
H 5.604740 16.414460 15.021000  0.23
H 4.611930 16.643180 13.156540  0.36
H 6.069950 16.972640 12.192900  0.31
C 2.010870 22.942690 10.923030  -0.43
C 1.752210 21.632750 11.664100  0.39
C 2.892290 21.270280 12.602690  0.31
C 4.074610 21.221100 11.687980  -0.29
N 4.922380 21.134120 10.869760  -0.20
H 1.087420 23.252050 10.433510  0.28
H 2.929650 22.941040 10.336580  -0.18
H 2.308610 23.667920 11.680330  0.09
H 1.606430 20.867960 10.901260  -0.49
H 0.838790 21.802880 12.234050  0.33
H 2.859410 20.230910 12.929390  0.00
H 2.743220 22.026200 13.373710  0.32
C -1.967830 23.803970 12.020110  -0.67
C -3.547620 23.872080 11.869300  -0.27
C -4.487140 24.863820 12.606220  -0.44
C -4.390750 26.299110 12.156380  0.18
N -4.319790 27.402000 11.766840  -0.47
H -1.829100 23.363630 13.007510  0.34
H -1.615300 24.835340 12.030610  0.47
H -1.598260 23.175010 11.210220  -0.05
H -3.681150 22.837780 12.186320  -0.03
H -3.739280 24.073400 10.815340  0.35
H -4.296180 25.097860 13.653540  0.26
H -5.412150 24.288940 12.561860  0.34
C -1.573100 19.531430 11.511670  -0.30
S -3.268410 19.850040 12.150330  0.55
O -4.161590 20.111960 10.938580  -0.63
C -3.854330 18.279250 12.952570  -0.97
H -0.868480 19.455930 12.339870  0.28
H -1.142500 20.438170 11.086820  -0.24
H -1.673560 18.853850 10.663800  0.40
H -4.938180 18.357130 13.038020  0.36
H -3.346830 18.088560 13.898190  0.29
H -3.627620 17.473630 12.254230  0.29
C 0.352500 18.175820 8.065090  -0.88
S 1.464160 17.925580 9.539470  0.63
O 1.894760 16.524380 9.156000  -0.72
C 2.840350 18.951960 8.837160  -0.14
H 0.755970 18.272720 7.057170  0.38
H -0.187630 19.090860 8.308110  0.05
H -0.337480 17.337360 7.970130  0.42
H 2.437140 19.865040 8.399200  -0.47
H 3.429320 18.516730 8.029820  0.58
H 3.544040 19.224990 9.623530  0.01

Atomic forces in eV per Å
-0.2 0.1 -1.3
0.2 0.9 0.4
-0.3 -1.6 -0.6
1.7 -1.5 -0.3
-2.0 4.0 1.1
-0.5 -1.0 0.1
0.4 0.1 0.2
0.6 -0.4 0.7
0.0 0.0 -0.2
0.0 -0.5 -0.3
-0.4 -0.2 -1.4
0.8 3.4 -2.3
2.3 -2.7 -0.1
-4.5 -0.1 4.6
1.4 0.9 -2.9
-0.2 0.2 0.6
0.5 0.2 -0.1
0.3 -0.2 -0.3
0.2 -0.6 0.8
-0.6 -0.8 1.2
-1.8 0.1 1.4
-3.0 0.2 1.4
3.5 -0.3 -2.4
3.0 -0.1 -0.2
-0.1 -0.1 -0.6
-1.1 -0.5 0.8
0.4 -0.6 -0.7
0.6 0.1 0.1
-0.7 0.4 -0.7
-0.9 0.8 0.9
-0.4 0.4 0.9
-0.1 1.4 -1.8
-1.5 2.8 -0.7
1.9 -6.8 -0.4
-0.3 3.5 2.7
0.3 -0.7 -2.0
0.3 -0.4 1.0
-0.3 -0.2 0.4
0.0 0.2 0.2
0.4 0.0 -0.2
0.3 2.5 1.2
-1.0 -1.9 1.0
0.2 -0.2 -0.1
0.8 1.3 -1.3
-0.4 -0.3 1.4
0.5 0.1 -0.7
-0.3 -0.7 -0.4
0.4 0.2 0.9
-0.1 -0.8 -1.1
-0.4 -0.3 -0.8
0.2 0.4 -5.7
1.1 2.3 -0.8
-1.1 -0.4 0.3
2.0 -5.2 5.4
-1.5 3.4 -3.3
0.8 -0.3 3.5
-0.7 0.3 0.1
0.7 -0.2 -0.2
-0.5 0.0 0.5
-1.3 -0.4 0.3
0.3 0.3 0.7
0.7 0.7 -1.3
-2.2 0.0 1.2
-2.0 1.0 2.0
3.4 -0.2 0.8
1.6 -1.2 -2.5
-0.2 -0.1 -0.8
-0.2 -0.4 -0.4
-0.4 0.3 0.1
-0.9 -0.4 0.3
2.0 -1.0 1.3
-0.3 -1.2 1.0
-0.5 0.1 -0.1
0.5 3.8 0.1
0.1 -4.8 -0.5
-0.8 0.3 -0.4
0.5 0.5 0.0
-0.6 0.7 0.2
-0.8 0.7 -1.1
-0.2 0.8 -0.3
0.4 0.3 1.1
-0.6 0.1 -1.1
0.1 -0.4 -1.7
2.8 0.5 -1.4
-2.7 0.2 2.6
0.4 0.2 -0.3
-0.4 -0.4 -0.7
-0.5 0.5 0.2
-0.3 -0.3 0.2
-0.1 -0.4 0.1
-0.4 0.2 0.6
1.5 -0.3 0.3
-2.0 1.6 0.7
2.0 -0.1 -0.2
1.4 0.6 0.6
-0.7 1.0 -1.9
0.0 -2.5 1.1
0.6 -0.1 -0.1
0.8 -0.2 -0.2
0.2 0.2 0.2
-1.6 0.1 -0.5
-0.3 -0.7 -0.1
0.3 -1.1 0.5
-0.7 1.2 -0.2
-0.7 0.6 0.0
-0.9 1.3 -0.5
1.1 -0.8 1.3
0.9 0.0 -1.3
-0.1 -1.4 0.1
-0.9 0.6 -0.3
0.6 -0.6 0.5
0.2 0.3 0.1
-0.1 0.3 0.0
-0.1 -0.2 0.1
-0.9 1.1 0.8
1.2 -1.6 -4.5
0.1 0.2 1.8
-0.1 0.9 0.5
1.0 0.1 0.4
-0.4 0.1 -0.3
0.0 -0.1 0.7
-0.2 0.1 0.4
-0.5 -0.8 0.1
-0.1 0.0 0.1

Computed properties:
Total charge: 0
Kohn-Sham gap, Ha: 0.3206
Multiplicity: 1